{"formula": "C63H157N19O11P4", "method": "ωB97M-V/def2-TZVPD", "symbols": ["C", "O", "N", "C", "C", "H", "H", "H", "H", "H", "H", "H", "C", "O", "N", "C", "C", "H", "H", "H", "H", "H", "H", "H", "C", "O", "N", "C", "C", "H", "H", "H", "H", "H", "H", "H", "C", "O", "N", "C", "C", "H", "H", "H", "H", "H", "H", "H", "O", "P", "N", "C", "C", "N", "C", "C", "N", "C", "C", "H", "H", "H", "H", "H", "H", "H", "H", "H", "H", "H", "H", "H", "H", "H", "H", "H", "H", "O", "P", "N", "C", "C", "N", "C", "C", "N", "C", "C", "H", "H", "H", "H", "H", "H", "H", "H", "H", "H", "H", "H", "H", "H", "H", "H", "H", "H", "O", "P", "N", "C", "C", "N", "C", "C", "N", "C", "C", "H", "H", "H", "H", "H", "H", "H", "H", "H", "H", "H", "H", "H", "H", "H", "H", "H", "H", "O", "P", "N", "C", "C", "N", "C", "C", "N", "C", "C", "H", "H", "H", "H", "H", "H", "H", "H", "H", "H", "H", "H", "H", "H", "H", "H", "H", "H", "C", "C", "C", "C", "C", "C", "N", "O", "C", "C", "C", "H", "H", "H", "H", "H", "H", "H", "H", "H", "H", "H", "H", "H", "H", "H", "H", "H", "H", "H", "C", "C", "C", "C", "C", "C", "N", "O", "C", "C", "C", "H", "H", "H", "H", "H", "H", "H", "H", "H", "H", "H", "H", "H", "H", "H", "H", "H", "H", "H", "C", "C", "C", "C", "C", "C", "N", "O", "C", "C", "C", "H", "H", "H", "H", "H", "H", "H", "H", "H", "H", "H", "H", "H", "H", "H", "H", "H", "H", "H"], "coordinates": [[-24.0033, 1.2381, -1.0148], [-24.1238, 0.0939, -0.6062], [-23.6507, 2.2558, -0.2477], [-23.2606, 3.5310, -0.9285], [-23.4407, 2.1852, 1.1530], [-24.2347, 1.6237, -2.0198], [-22.2221, 3.7549, -0.6845], [-23.8908, 4.3303, -0.5387], [-23.3469, 3.4222, -2.0096], [-23.7403, 3.1157, 1.6352], [-23.9769, 1.3888, 1.6691], [-22.3673, 2.0060, 1.2160], [-18.2294, 3.6655, 3.4197], [-17.9280, 2.5029, 3.1264], [-19.5126, 4.1978, 3.3396], [-19.7847, 5.6495, 3.4307], [-20.6425, 3.3820, 2.9468], [-17.4981, 4.4653, 3.6137], [-18.9302, 6.1710, 3.8620], [-20.6366, 5.8074, 4.0920], [-20.0374, 6.0357, 2.4432], [-20.4371, 2.3120, 2.9157], [-21.5184, 3.6259, 3.5478], [-20.9774, 3.6295, 1.9394], [-20.3606, 0.0478, -2.1550], [-21.0381, 0.4453, -3.1033], [-19.5342, 0.8785, -1.5534], [-18.8262, 0.5493, -0.3095], [-19.3983, 2.2545, -1.9552], [-20.4660, -0.9433, -1.6871], [-17.7575, 0.7424, -0.4024], [-18.8586, -0.5289, -0.1530], [-19.3862, 1.0465, 0.4825], [-18.4848, 2.7159, -1.5802], [-19.2752, 2.2835, -3.0378], [-20.2689, 2.8129, -1.6111], [-20.0082, -3.7782, -0.0767], [-19.6458, -3.1042, -1.0465], [-21.3211, -4.0012, 0.2326], [-21.7346, -5.0222, 1.1476], [-22.3788, -3.2306, -0.3906], [-19.2692, -4.2348, 0.5997], [-22.4892, -5.6861, 0.7257], [-22.2915, -4.4619, 1.8986], [-20.9615, -5.6546, 1.5841], [-22.9498, -2.8117, 0.4380], [-22.2106, -2.3236, -0.9712], [-22.8822, -3.9295, -1.0586], [-13.6295, 0.2044, 0.5914], [-14.3320, -0.8406, -0.1304], [-15.4520, -1.7317, 0.8152], [-16.0589, -2.9661, 0.2774], [-16.1023, -1.0822, 1.9444], [-13.2605, -2.0540, -0.7705], [-12.7438, -3.1469, 0.0664], [-12.4677, -1.7932, -1.9865], [-15.2292, -0.3059, -1.4436], [-16.0573, -1.2163, -2.3182], [-15.1984, 1.0852, -1.8477], [-17.0817, -2.8048, -0.0628], [-16.1519, -3.7293, 1.0501], [-15.4696, -3.4162, -0.5214], [-15.9759, -1.5610, 2.9155], [-17.1818, -0.9321, 1.9277], [-15.6874, -0.0779, 2.0298], [-12.4848, -3.9684, -0.6014], [-11.8349, -2.9490, 0.6346], [-13.4632, -3.5100, 0.8004], [-12.6740, -2.5062, -2.7847], [-12.8525, -0.8644, -2.4077], [-11.3950, -1.7604, -1.7955], [-16.0366, -1.0019, -3.3867], [-15.6956, -2.2446, -2.3161], [-17.0960, -1.3334, -2.0092], [-15.8890, 1.3419, -2.6510], [-14.2557, 1.2361, -2.3736], [-15.2217, 1.7662, -0.9970], [-24.1727, -4.1010, -5.6134], [-23.6702, -2.7136, -6.1273], [-21.9950, -2.3903, -6.0799], [-21.0146, -3.4308, -6.0021], [-21.3468, -1.1070, -6.1114], [-24.4180, -1.3826, -5.3184], [-25.8515, -1.1168, -5.5885], [-24.1058, -1.1266, -3.8616], [-24.1036, -2.4345, -7.7524], [-23.8967, -3.5187, -8.6926], [-24.0840, -1.0970, -8.4364], [-20.3332, -3.3605, -6.8500], [-21.5042, -4.4028, -6.0607], [-20.5090, -3.3646, -5.0387], [-22.0916, -0.3465, -6.3459], [-20.5323, -1.0667, -6.8346], [-21.0362, -0.7920, -5.1153], [-26.1626, -0.8479, -6.5979], [-26.4796, -1.9548, -5.2862], [-26.1296, -0.2464, -4.9942], [-24.9109, -1.4158, -3.1861], [-23.1252, -1.4652, -3.5273], [-23.8212, -0.0746, -3.8772], [-24.1990, -3.1710, -9.6804], [-22.8123, -3.6284, -8.6818], [-24.4145, -4.4384, -8.4201], [-23.8758, -0.2458, -7.7882], [-25.0498, -0.9484, -8.9195], [-23.2917, -1.0718, -9.1845], [-15.7383, 1.6967, -4.8091], [-15.8006, 0.8691, -6.0373], [-17.1175, -0.2496, -5.9287], [-17.5420, -1.1215, -7.1555], [-18.3036, 0.0383, -5.0453], [-14.4228, -0.0200, -6.4568], [-13.2081, 0.8204, -6.5758], [-14.1475, -1.2181, -5.7623], [-16.1874, 1.6826, -7.5534], [-15.9245, 1.1885, -8.8905], [-17.1168, 2.8189, -7.4782], [-18.1812, -0.4737, -7.7554], [-18.0166, -1.9924, -6.7035], [-16.7167, -1.3437, -7.8319], [-18.8469, 0.9418, -5.3221], [-18.1393, 0.0259, -3.9679], [-19.0308, -0.7415, -5.2718], [-12.3402, 0.2268, -6.8632], [-13.3510, 1.6286, -7.2931], [-13.0328, 1.1062, -5.5386], [-14.9360, -1.9649, -5.6694], [-13.1843, -1.6496, -6.0347], [-13.9770, -0.9434, -4.7213], [-15.7466, 0.1136, -8.9240], [-16.5994, 1.4547, -9.7041], [-14.9390, 1.5784, -9.1449], [-17.1789, 3.1237, -6.4335], [-18.0768, 2.4230, -7.8096], [-16.7426, 3.7293, -7.9464], [-18.0874, 7.2532, 0.8413], [-17.5833, 6.9066, -0.5246], [-16.8410, 8.2726, -1.3491], [-17.4919, 8.9786, -2.4560], [-16.0359, 9.1397, -0.4489], [-18.7221, 6.4723, -1.6321], [-20.0991, 6.8964, -1.5022], [-18.4754, 5.7500, -2.8858], [-16.4130, 5.6315, -0.6349], [-16.3369, 4.6938, 0.4850], [-15.3898, 5.5111, -1.6771], [-18.3530, 9.5968, -2.2020], [-17.7680, 8.3257, -3.2839], [-16.7139, 9.6381, -2.8407], [-15.1575, 8.6368, -0.0444], [-16.7018, 9.5282, 0.3216], [-15.5465, 9.9161, -1.0369], [-20.3467, 7.7430, -2.1425], [-20.8138, 6.1125, -1.7532], [-20.3556, 7.1690, -0.4784], [-18.2524, 4.7532, -2.5053], [-19.3834, 5.7482, -3.4889], [-17.6608, 6.2070, -3.4476], [-16.0758, 5.2703, 1.3725], [-17.2727, 4.1406, 0.5649], [-15.5670, 3.9259, 0.4107], [-15.7927, 4.9516, -2.5214], [-14.5461, 5.0111, -1.2014], [-14.9292, 6.4297, -2.0406], [-15.4319, -6.5683, -2.3912], [-16.6598, -6.3246, -3.3473], [-17.3852, -5.0521, -2.8603], [-18.3544, -4.3858, -3.7878], [-17.7012, -4.1369, -5.0991], [-16.9248, -5.3494, -5.7126], [-16.1165, -6.0872, -4.7191], [-15.2755, -7.1164, -5.2315], [-17.9369, -6.2004, -6.5173], [-15.8102, -4.7344, -6.6763], [-17.6509, -7.4776, -3.1511], [-15.5520, -6.6173, -1.3090], [-14.8163, -5.6721, -2.4684], [-14.9342, -7.4989, -2.6641], [-18.0413, -5.4238, -2.0733], [-16.6943, -4.2626, -2.5645], [-18.6841, -3.4219, -3.4001], [-19.2803, -4.9388, -3.9460], [-17.0872, -3.2403, -5.0135], [-18.4573, -3.9062, -5.8496], [-17.4519, -7.1197, -6.8453], [-18.8387, -6.4312, -5.9502], [-18.2474, -5.7014, -7.4353], [-15.1675, -4.0421, -6.1325], [-15.1806, -5.5379, -7.0583], [-16.2197, -4.1694, -7.5137], [-17.3515, -8.4799, -3.4577], [-18.5655, -7.3515, -3.7304], [-17.9918, -7.5313, -2.1172], [-14.5164, -6.5860, -5.4847], [-22.8386, 4.8597, -8.4272], [-23.0944, 3.3712, -8.2130], [-21.7848, 2.5500, -7.6966], [-21.4113, 2.8626, -6.2895], [-22.5757, 2.4753, -5.3659], [-23.9778, 3.1439, -5.6835], [-24.1875, 3.0479, -7.1749], [-25.4460, 3.4863, -7.6351], [-25.1130, 2.4042, -4.9820], [-23.9486, 4.5690, -5.0970], [-23.5543, 2.7417, -9.5504], [-22.3250, 5.0695, -9.3655], [-22.2641, 5.3965, -7.6722], [-23.7933, 5.3738, -8.5384], [-21.8587, 1.4630, -7.7294], [-20.8924, 2.8470, -8.2474], [-21.0539, 3.8790, -6.1241], [-20.5545, 2.2760, -5.9581], [-22.2633, 2.6815, -4.3422], [-22.7243, 1.3955, -5.3702], [-25.9926, 3.0468, -5.0193], [-25.3934, 1.4582, -5.4452], [-24.9320, 2.3652, -3.9078], [-24.8713, 5.0975, -5.3368], [-23.9297, 4.6817, -4.0130], [-23.0969, 5.0679, -5.5596], [-24.3788, 3.3022, -9.9910], [-23.8909, 1.7190, -9.3804], [-22.7914, 2.6101, -10.3177], [-25.2291, 4.3629, -7.9609], [-21.0889, -2.6825, 4.2468], [-21.4832, -1.2054, 3.8746], [-22.9538, -1.1837, 3.3058], [-24.0492, -1.0664, 4.3322], [-23.7458, 0.0450, 5.2917], [-22.3276, -0.0234, 5.9639], [-21.3410, -0.1501, 4.9077], [-20.0061, 0.3643, 5.1531], [-22.1289, 1.3468, 6.7906], [-22.2638, -1.1784, 7.0272], [-20.6566, -0.7604, 2.6832], [-21.7835, -3.0618, 4.9964], [-20.0373, -2.8140, 4.5013], [-21.3751, -3.2537, 3.3636], [-23.1047, -0.4219, 2.5410], [-23.1989, -2.1578, 2.8825], [-24.0109, -1.9759, 4.9318], [-24.9938, -0.8672, 3.8261], [-24.4140, -0.0662, 6.1456], [-23.9224, 1.0067, 4.8098], [-23.0483, 1.7242, 7.2382], [-21.2518, 1.4006, 7.4355], [-21.7591, 2.0612, 6.0551], [-22.7001, -2.1153, 6.6807], [-21.2082, -1.3211, 7.2584], [-22.7025, -1.0618, 8.0182], [-20.9023, -1.0894, 1.6735], [-19.6104, -1.0521, 2.7743], [-20.6934, 0.3275, 2.6260], [-20.0293, 1.2329, 4.7448]], "forces_ev_per_a": [[-0.46, -0.98, 0.22], [-0.12, 0.00, -0.47], [-0.26, 2.48, -1.39], [-0.35, -0.97, 1.10], [0.77, -0.27, 0.52], [0.12, -0.77, -0.32], [0.11, 0.07, -0.02], [0.02, 0.16, -0.23], [-0.11, 0.04, 0.14], [0.25, 0.16, -0.09], [-0.02, -0.15, -0.54], [0.15, 0.06, 1.04], [-1.10, -0.43, -1.57], [-0.59, 1.56, 0.84], [0.94, -0.30, 0.40], [0.11, -0.98, 0.15], [-0.20, 0.31, -0.46], [0.10, -0.24, 0.34], [0.02, -0.04, -0.29], [-0.05, -0.03, 0.08], [0.24, 0.18, -0.01], [0.24, 0.20, 0.40], [0.07, -0.28, 0.44], [0.23, 0.19, -0.38], [-1.26, 0.55, -0.51], [-0.24, -0.66, -0.34], [2.25, 0.15, 1.64], [-0.65, -0.90, -0.66], [0.05, -0.03, -0.80], [0.28, -0.04, -0.23], [-0.11, 0.65, 0.27], [-0.36, -0.13, 0.07], [0.76, 0.13, 0.47], [-0.05, -0.32, 0.47], [-0.51, 0.23, -0.10], [-0.03, 0.32, -0.27], [-0.70, 0.41, -1.11], [-0.14, -0.22, 1.09], [2.78, 0.63, -0.95], [-1.23, 0.45, 0.68], [-0.65, -0.21, 0.10], [-0.21, -0.25, 0.01], [0.13, -0.10, -0.49], [0.04, -0.49, 0.73], [0.27, 0.50, -0.16], [-0.81, -0.50, -0.08], [1.27, -0.35, -0.04], [-0.80, 0.29, 0.21], [0.03, 1.31, 0.59], [-0.70, -2.91, -1.10], [0.71, -0.53, -0.73], [-0.09, 0.31, 0.65], [0.29, 0.69, 0.31], [-0.81, 0.13, 0.61], [-0.16, -0.01, -0.35], [-1.27, 0.39, 0.40], [-0.98, -1.10, -0.87], [0.77, -0.38, 0.68], [1.18, 0.26, -0.57], [-0.11, 0.18, -0.33], [0.23, -0.04, 0.36], [0.02, 0.29, 0.04], [0.57, -0.44, -0.04], [-0.32, -0.20, -0.94], [0.09, -0.03, 0.15], [-0.14, -0.24, -0.04], [0.20, 0.59, -0.04], [-0.22, 0.17, -0.21], [0.07, -0.58, 0.14], [0.47, 0.32, 0.07], [-0.02, 0.21, 0.07], [0.14, 0.84, 0.07], [0.46, 0.03, 0.40], [-0.21, 0.48, 0.20], [-0.57, -0.27, 0.53], [0.37, 0.51, 0.07], [-0.22, -0.01, -0.05], [2.22, 3.42, -1.72], [-1.84, -0.91, 0.74], [-1.02, -0.64, 0.21], [-0.70, -0.90, 0.34], [-1.56, 1.02, 0.40], [0.63, -0.93, -0.45], [0.08, -0.07, 0.48], [0.94, 0.72, -1.59], [-1.21, 1.30, 0.88], [0.60, 0.46, 0.33], [0.24, -0.92, 0.78], [0.31, 0.06, 0.03], [0.03, -0.10, 0.10], [0.45, -0.10, -0.07], [0.05, 0.07, -0.39], [0.02, -0.10, -0.07], [0.48, -0.20, 0.11], [0.75, -0.21, -0.28], [-0.06, -0.13, 0.14], [-0.03, -0.20, 0.21], [0.15, 0.12, -0.07], [-0.16, -1.07, -0.26], [-0.94, 0.47, 0.67], [-0.11, -0.24, 0.01], [0.27, -0.89, -0.66], [0.11, 0.11, 0.06], [-0.26, -0.25, 0.39], [0.01, 0.10, -0.12], [0.08, -0.14, -0.23], [-0.03, 0.04, -0.92], [-2.38, -0.96, -2.32], [0.59, -0.66, -0.10], [0.78, 2.26, 1.74], [0.37, -0.55, -1.11], [-1.12, 1.08, -2.05], [-0.56, -0.58, 0.73], [0.52, -0.68, 2.34], [0.24, 0.28, 1.84], [1.97, -0.40, 0.28], [0.63, -0.87, 1.06], [-0.62, -0.35, -0.04], [-0.04, 0.05, -0.60], [0.25, -0.35, 0.59], [0.24, 0.41, 0.01], [0.50, 0.09, -0.16], [0.27, -0.15, 0.28], [-0.25, -0.20, -0.31], [-0.02, 0.12, 0.39], [0.55, 0.97, -0.11], [-0.12, 0.17, -0.77], [-0.26, -0.19, -0.63], [0.21, -0.13, 0.70], [-0.37, -0.08, 0.14], [-0.49, 0.24, 0.55], [0.14, 0.20, -0.71], [-0.30, -0.20, 0.17], [-0.34, 0.81, -0.27], [-0.18, -0.21, -0.73], [0.42, -0.83, -1.21], [1.90, 0.77, -1.25], [-0.04, -1.36, 1.25], [0.70, -0.09, 0.15], [-0.26, -0.38, -0.86], [-1.59, 0.20, -0.07], [-0.53, 0.41, 0.58], [0.40, -0.11, 1.33], [-0.63, 1.74, 0.08], [-0.15, 0.30, 0.17], [0.09, -0.08, 0.46], [-0.18, 0.02, 0.28], [-0.04, -0.15, 0.22], [-0.15, 0.18, -0.21], [-0.39, -0.54, 0.40], [0.46, 0.31, 0.22], [-0.49, 0.35, -0.08], [0.05, 0.22, -0.15], [0.18, -0.38, -0.17], [0.33, 0.15, 0.06], [0.32, -0.34, -1.07], [0.11, -0.02, 0.07], [0.09, -0.33, -0.11], [-0.45, -0.30, 0.41], [-0.13, 0.10, 0.49], [0.15, 0.21, -0.62], [0.40, -0.19, -0.14], [-0.05, -0.46, -0.31], [-0.64, 0.40, 0.09], [-0.16, 0.49, -0.58], [0.73, -0.36, 0.52], [-0.55, -0.32, 0.22], [-0.59, -0.02, -0.72], [0.56, -0.36, -1.11], [1.02, 0.71, -1.06], [-0.93, 1.13, 1.73], [-1.01, 0.27, 0.05], [0.67, -0.17, -0.05], [-0.84, -0.46, 0.44], [-0.77, -0.56, -0.73], [-1.13, -0.18, 0.01], [0.58, -0.24, -0.51], [0.31, 0.30, -0.23], [0.65, 0.45, 0.83], [0.25, -0.31, 0.47], [0.02, -0.06, 0.38], [0.00, -0.42, 0.19], [0.50, -0.07, -0.02], [0.05, 0.13, -0.05], [-0.08, -0.19, 0.17], [0.08, -0.07, 0.13], [-0.01, 0.29, 0.05], [-0.08, -0.13, 0.27], [-0.12, 0.06, -0.29], [-0.23, -0.17, -0.08], [0.71, 0.09, 0.09], [-0.14, 0.43, -0.15], [0.29, 0.00, 0.13], [0.38, -0.28, 0.06], [0.07, 0.34, -0.08], [0.79, -2.19, 1.20], [-0.25, 1.50, -0.65], [-0.77, -0.20, 1.50], [-0.67, 0.29, -0.02], [1.01, 0.06, 0.15], [1.63, -0.85, -0.17], [0.40, 0.22, 0.39], [-0.46, 0.68, -0.28], [-0.25, 0.37, -1.01], [-0.26, -0.38, 0.31], [0.07, -0.35, -0.14], [-0.11, -0.32, 0.33], [-0.13, 0.21, 0.08], [-0.62, 0.03, -0.58], [-0.25, -0.04, -0.88], [-0.39, 0.39, -0.15], [0.10, -0.33, -0.19], [-0.36, 0.21, 0.24], [0.08, -0.13, -0.30], [-0.24, -0.02, -0.33], [0.43, 0.05, 0.24], [0.35, -0.55, -0.03], [-0.03, 0.14, -0.50], [0.48, -0.61, 0.10], [-0.04, 0.44, 0.31], [-0.01, -0.02, 0.00], [-0.28, 0.07, 0.27], [0.44, 0.58, 0.23], [-0.64, 0.60, -0.07], [-1.23, 0.95, -0.33], [-0.19, -0.07, -0.69], [-0.15, -0.57, 0.58], [1.00, 0.33, 0.64], [0.44, 0.16, 1.27], [-0.48, 0.84, 1.88], [-0.24, 0.61, -0.79], [-1.20, -1.42, 0.32], [0.85, -0.54, -2.05], [0.43, -0.22, -0.26], [1.41, 0.47, -0.44], [0.42, 0.00, 0.40], [-0.17, 0.05, 0.11], [0.58, -0.16, -0.16], [0.43, 0.04, -0.02], [0.65, -0.04, -0.74], [-0.74, -0.31, -0.21], [-0.19, -0.49, 0.24], [-0.36, 0.40, 0.02], [0.25, 0.25, 0.12], [0.14, -0.29, 0.10], [-0.37, -0.83, 0.62], [-0.65, 0.44, -0.40], [0.24, -0.07, -0.27], [0.13, -0.29, -0.23], [-0.44, 0.87, -0.16], [-0.78, -0.55, 0.20], [0.20, 0.21, 0.30], [0.08, 0.02, 0.00], [0.11, 0.13, -0.19]], "homo_energy_ev": -7.968, "e_tot_ev": -155864.2475, "total_charge": 0}